Here is a 4-piece molecular cluster, C25H31BrF3N2S overall from the OMol25 dataset. Energies are from wB97M-V/def2-TZVPD.

Positions of all 63 atoms, in Å:
S 5.5216 0.2744 1.4372
C 4.8156 1.3133 2.7341
C 3.3321 1.7030 2.5647
C 2.6253 1.1333 1.3329
C 1.1197 1.3882 1.3539
C 0.3625 0.1544 1.8045
N -1.0888 0.5456 1.9865
C -1.6686 1.1210 0.7259
Br -1.9348 -0.3347 -0.5062
C -0.7779 2.2008 0.1480
N 0.5907 1.7336 0.0364
H 5.0961 -0.9192 1.8544
H 5.4183 2.2158 2.7111
H 4.9926 0.8474 3.6975
H 3.2561 2.7876 2.4884
H 2.7692 1.4324 3.4612
H 3.0283 1.6020 0.4393
H 2.7969 0.0606 1.2621
H 0.8820 2.1939 2.0736
H 0.7470 -0.2165 2.7506
H 0.3889 -0.6156 1.0431
H -1.1201 1.2471 2.7269
H -1.6352 -0.2655 2.2813
H -2.6511 1.5104 0.9673
H -0.8501 3.0957 0.7832
H -1.1795 2.4630 -0.8259
H 1.1584 2.4467 -0.4021
F 5.1622 -1.8705 -4.5991
C 4.2214 -1.4317 -3.7461
C 2.9748 -1.0999 -4.2419
C 2.0061 -0.6545 -3.3558
C 2.3008 -0.5354 -2.0058
C 3.5626 -0.8676 -1.5338
C 4.5370 -1.3299 -2.4047
H 2.7739 -1.1953 -5.3001
H 1.0232 -0.4045 -3.7213
H 1.5394 -0.1856 -1.3170
H 3.7858 -0.7538 -0.4839
H 5.5269 -1.6000 -2.0628
F -5.5376 -5.1414 3.7933
C -4.5803 -4.2074 3.8001
C -4.4291 -3.4036 2.6875
C -3.4362 -2.4377 2.7024
C -2.6159 -2.2937 3.8147
C -2.7871 -3.1145 4.9205
C -3.7786 -4.0812 4.9187
H -5.0780 -3.5398 1.8337
H -3.3087 -1.7974 1.8376
H -1.8297 -1.5442 3.8352
H -2.1479 -3.0060 5.7857
H -3.9355 -4.7321 5.7673
F -0.2272 0.9339 -5.1827
C -1.4488 1.3122 -4.7513
C -2.3116 1.9222 -5.6370
C -3.5668 2.2998 -5.1836
C -3.9396 2.0651 -3.8674
C -3.0512 1.4482 -2.9988
C -1.7910 1.0659 -3.4363
H -2.0008 2.0949 -6.6580
H -4.2581 2.7761 -5.8648
H -4.9214 2.3587 -3.5228
H -3.3433 1.2570 -1.9736
H -1.0850 0.5753 -2.7778

Cartesian forces (eV/Å) of the 3 atoms listed first:
S 0.5 0.1 -0.2
C -0.3 0.0 0.0
C -0.3 0.0 -0.1

## Properties
Total charge   +1
Multiplicity   1
HOMO   -11.12 eV
Gap between HOMO and LUMO   8.02 eV
Strongest force on any atom   0.77 eV/Å
E   -118431.41711 eV